This record from the Open Molecules 2025 dataset describes 2 unconnected molecules or ions with the total composition C5H14N2O in a non-equilibrium geometry. The level of theory is ωB97M-V/def2-TZVPD.

```
22
Properties=species:S:1:pos:R:3
C -2.1055 1.0861 -0.3908
C -2.2602 -1.3885 0.0225
C 1.6765 1.3494 -0.2878
C 2.5603 -0.8164 0.3682
C -1.5465 -0.2420 -0.7207
N 0.4975 0.1442 1.2931
N 1.2984 -0.0384 0.1624
O -0.5174 -0.4526 -1.3686
H -1.4864 1.9857 -0.7985
H -2.2056 1.1118 0.6938
H -3.1489 1.1906 -0.6847
H -2.9850 -1.7800 -0.6229
H -2.7232 -1.0427 0.9278
H -1.4935 -2.2278 0.1947
H 0.6853 1.8087 -0.7579
H 1.8372 1.9483 0.6267
H 2.4712 1.4421 -0.9669
H 3.0370 -0.2102 1.1370
H 2.4399 -1.8016 0.6908
H 3.0831 -0.7058 -0.5977
H 0.3126 -0.8356 1.6186
H 0.5733 -0.5254 -0.5393
```

Total charge = 0
ΔE to the lowest compared entry with this formula, charge and spin = 5.132 eV

natural (NBO) atomic charge list, values in e, 6 entries:
1. C -0.726
2. C -0.710
3. C -0.420
4. C -0.414
5. C 0.657
6. N -0.889